Here is a 3-piece molecular cluster, C14H29BFIO7P overall from the Open Molecules 2025 dataset. Energies are from ωB97M-V/def2-TZVPD.

```
54
C14H29BFIO7P (ωB97M-V/def2-TZVPD)
C 7.9871 -2.4043 0.0099
C 8.0388 -2.3318 -1.3232
C 7.6075 -1.1611 -2.1564
B 5.9733 -0.9173 -2.1774
I 5.5399 0.0386 -4.2345
C 5.1182 -2.2726 -1.9306
C 3.5984 -2.3227 -1.9617
C 2.8925 -1.5914 -0.8272
F 3.0523 -1.9029 -3.1769
P 5.6407 0.5593 -0.9221
O 6.6534 1.6670 -0.8709
H 7.9615 -3.3639 0.5162
H 7.9813 -1.5116 0.6291
H 8.4456 -3.1894 -1.8590
H 7.9460 -1.3089 -3.1824
H 8.0995 -0.2475 -1.8023
H 5.4946 -3.0360 -2.6215
H 5.3801 -2.6307 -0.9288
H 3.3121 -3.3782 -1.8775
H 1.9516 -2.0883 -0.5902
H 3.5133 -1.6538 0.0681
H 2.7076 -0.5484 -1.0759
H 5.3645 0.0391 0.3801
H 4.3580 1.0897 -1.2374
C -3.0495 0.3096 2.7193
C -2.0155 -0.7365 2.3664
O -1.2179 -0.3384 1.2420
C -0.2456 0.5394 1.5143
O 0.0115 0.9829 2.6054
O 0.3774 0.8301 0.3798
C 1.4133 1.8136 0.5163
H -3.6581 0.5524 1.8471
H -3.7051 -0.0582 3.5094
H -2.5699 1.2240 3.0658
H -2.4915 -1.6630 2.0495
H -1.3674 -0.9579 3.2141
H 2.1127 1.5333 1.3002
H 0.9715 2.7838 0.7400
H 1.9379 1.8637 -0.4328
C -7.1352 3.4750 -0.8537
C -6.5474 2.1351 -0.4732
O -7.0437 1.6750 0.7996
C -8.2625 1.1460 0.7825
O -8.9678 1.0028 -0.1840
O -8.5804 0.7906 2.0297
C -9.8923 0.2391 2.1701
H -6.9630 4.2040 -0.0613
H -6.6651 3.8364 -1.7686
H -8.2078 3.3936 -1.0235
H -5.4709 2.2065 -0.3326
H -6.7461 1.3786 -1.2314
H -10.0424 -0.5818 1.4721
H -10.6463 1.0056 1.9964
H -9.9508 -0.1184 3.1935
```

Computed properties:
Kohn-Sham gap = 6.791 eV
Max |F| = 0.01695 hartree/bohr
Lowest unoccupied orbital energy = 1.86 eV
Energy = -1841.4084 Ha
Net charge = -1
HOMO energy = -4.93 eV
M = 497.067 g/mol



Here is C7H2InNO10 as an isolated structure from the Open Molecules 2025 dataset. Energies are from ωB97M-V/def2-TZVPD.

```
21
C7H2InNO10 (ωB97M-V/def2-TZVPD)
In 0.2741 -0.1248 -1.9473
C 3.2330 -1.6991 -3.2685
O 3.7487 -2.1400 -4.3433
O 2.2757 -2.5031 -2.9793
O 3.0070 -0.4977 -2.9785
N -0.6429 -4.0038 -2.7366
O -0.0400 -4.0345 -3.8300
O -1.0902 -5.0526 -2.2501
O -0.6204 -2.9034 -2.1261
C -1.2557 0.6525 2.8070
C -0.7749 0.6696 1.4428
C -0.5973 2.1175 0.8135
O -0.4355 2.0708 -0.4183
C -0.5017 3.2440 1.6520
C -0.7778 3.0996 2.9949
C -1.2294 1.7989 3.6023
O -1.8021 1.6752 4.7218
O -0.5412 4.1011 3.7488
O -0.5612 -0.3063 0.7071
H -1.4581 -0.3165 3.2410
H -0.2100 4.1530 1.1468
```

Computed properties:
Kohn-Sham gap = 1.874 eV
Max |F| = 0.11552 hartree/bohr
Lowest unoccupied orbital energy = 0.29 eV
Energy = -1264.9912 Ha
Net charge = -2
HOMO energy = -1.58 eV
M = 374.908 g/mol



Here is C29H42N7Se2SiW as an isolated structure from the Open Molecules 2025 dataset. Energies are from ωB97M-V/def2-TZVPD.

```
82
C29H42N7Se2SiW (ωB97M-V/def2-TZVPD)
W -0.4188 0.3048 0.8287
C -3.5152 1.8786 -1.4101
C -3.2269 0.4011 -1.1579
C -2.2536 -0.1280 -2.2206
C -2.6862 0.1395 0.2427
C -2.6636 1.1016 1.2642
C -1.9744 0.8793 2.4733
C -1.4748 -0.4185 2.8212
C -0.9770 -0.7012 4.2054
C -1.7625 -1.4414 1.9106
C -2.2651 -1.1702 0.6235
H -3.8732 2.0082 -2.4299
H -2.6093 2.4739 -1.2908
H -4.2890 2.2695 -0.7473
H -4.1626 -0.1558 -1.2556
H -1.2348 0.2153 -2.0196
H -2.5366 0.2502 -3.2022
H -2.2691 -1.2160 -2.2874
H -3.1637 2.0475 1.1176
H -1.9731 1.6586 3.2217
H -1.8188 -0.6627 4.8999
H -0.2504 0.0390 4.5368
H -0.5377 -1.6933 4.2769
H -1.5943 -2.4689 2.2037
H -2.4879 -2.0007 -0.0302
C 2.3337 4.0513 2.1260
N 1.9175 4.5472 0.8183
C 2.5327 5.5564 0.1121
C 1.7427 5.8384 -0.9485
N 0.6559 4.9988 -0.8816
C -0.4809 5.0281 -1.8055
C 0.7758 4.2059 0.1948
Se -0.5689 3.0388 0.8230
H 3.2985 4.4845 2.3762
H 2.4076 2.9664 2.1113
H 1.6069 4.3477 2.8791
H 3.4630 6.0031 0.4199
H 1.8584 6.5739 -1.7264
H -0.4685 5.9712 -2.3426
H -1.4083 4.9569 -1.2464
H -0.4167 4.2058 -2.5146
C 1.8650 -2.1656 2.4215
C 1.2985 -2.5094 1.0914
N 0.4496 -1.7651 0.3728
C 0.2564 -2.4152 -0.8360
C 0.9408 -3.5751 -0.8199
N 1.5909 -3.6294 0.3952
C 2.5154 -4.7092 0.7718
N 3.8710 -4.4322 0.4158
N 4.6675 -3.6981 1.2325
N 5.8037 -3.5459 0.6735
C 5.7960 -4.1829 -0.5515
C 6.7935 -4.3077 -1.5256
C 6.4601 -4.9846 -2.6746
C 5.1739 -5.5317 -2.8655
C 4.1903 -5.4315 -1.9079
C 4.5356 -4.7468 -0.7402
H 1.6834 -1.1172 2.6312
H 2.9384 -2.3545 2.4340
H 1.4246 -2.7683 3.2193
H -0.3405 -1.9997 -1.6266
H 1.0175 -4.3565 -1.5578
H 2.2061 -5.6022 0.2378
H 2.4459 -4.8727 1.8430
H 7.7860 -3.9109 -1.3561
H 7.2050 -5.1154 -3.4490
H 4.9622 -6.0487 -3.7920
H 3.2128 -5.8738 -2.0572
C 6.0554 2.7437 -0.4925
Si 5.9056 0.9830 -0.0034
C 6.1936 0.4823 1.7244
C 5.4141 -0.2056 -1.3079
Se 1.7413 0.8014 0.0380
H 6.8252 2.8553 -1.2643
H 6.3227 3.3868 0.3462
H 5.1112 3.0878 -0.9274
H 6.9868 1.0787 2.1814
H 6.4458 -0.5772 1.7976
H 5.2774 0.6341 2.3098
H 6.2685 -0.7952 -1.6580
H 4.9794 0.3144 -2.1626
H 4.6716 -0.9078 -0.9160
```

Computed properties:
2S+1 = 3
<S²> = 2.01
Kohn-Sham gap (spin up / spin down) = 6.671 / 5.189 eV
Max |F| = 0.05138 hartree/bohr
Lowest unoccupied orbital energy (spin up / spin down) = -8.67 / -10.15 eV
Energy = -6672.0670 Ha
Net charge = +3
HOMO energy (spin up / spin down) = -15.34 / -15.34 eV
M = 858.550 g/mol



Here is C8H10IrO8P as an isolated structure from the Open Molecules 2025 dataset. Energies are from ωB97M-V/def2-TZVPD.

```
28
C8H10IrO8P (ωB97M-V/def2-TZVPD)
O -0.7623 -0.1360 -3.0788
C -0.3091 -0.0552 -2.0227
Ir 0.6828 0.0609 0.1906
C 0.2952 -0.0798 2.0726
O 0.2435 -0.1485 3.2245
C 2.6319 0.3593 0.8722
O 3.7421 0.5777 0.6534
C -0.0900 1.9513 0.1102
O -0.4634 3.0394 0.1567
C 0.6636 -1.9838 -0.0098
O 0.7084 -3.1318 -0.0096
H 0.8041 0.1886 -1.6148
C -2.3832 -2.1758 2.1430
O -2.3732 -0.7933 1.6557
P -1.8682 -0.3474 0.1820
O -2.4640 -1.4912 -0.7877
C -3.6761 -1.3416 -1.6357
O -2.7578 0.9658 -0.0804
C -4.0845 1.2592 0.4978
H -1.8087 -2.1886 3.0802
H -1.9442 -2.9022 1.4335
H -3.4353 -2.4174 2.3452
H -3.6575 -2.2224 -2.2922
H -4.5592 -1.3640 -0.9771
H -3.6243 -0.4091 -2.2245
H -4.6383 1.7247 -0.3293
H -4.5907 0.3345 0.8235
H -3.9478 1.9528 1.3399
```

Computed properties:
2S+1 = 5
<S²> = 6.02
Kohn-Sham gap (spin up / spin down) = 6.487 / 5.060 eV
Max |F| = 0.15187 hartree/bohr
Lowest unoccupied orbital energy (spin up / spin down) = -8.84 / -13.17 eV
Energy = -1357.5561 Ha
Net charge = +2
HOMO energy (spin up / spin down) = -15.32 / -18.23 eV
M = 457.351 g/mol



Here is a single C5H5Cl3 molecule from the Open Molecules 2025 dataset. Energies are from ωB97M-V/def2-TZVPD.

```
13
C5H5Cl3 (ωB97M-V/def2-TZVPD)
C 0.9250 -0.7794 -0.8144
C -0.7583 -0.1637 1.3205
C 1.5743 0.5474 -0.8933
C -0.1433 -0.3154 0.0501
C -1.4434 0.1572 0.0658
Cl 2.9013 1.0410 0.0834
Cl -2.8066 -0.9404 -0.3132
Cl -1.9462 1.8200 -0.4112
H 0.6200 -1.4150 -1.7088
H 1.5159 -1.3689 -0.1789
H -1.1027 -0.7776 2.1873
H -0.3055 0.7669 1.8121
H 0.9696 1.4278 -1.1994
```

Computed properties:
Kohn-Sham gap (spin up / spin down) = 8.031 / 7.719 eV
Max |F| = 0.09513 hartree/bohr
Lowest unoccupied orbital energy (spin up / spin down) = -0.35 / -0.67 eV
Energy = -1573.9216 Ha
Net charge = 0
HOMO energy (spin up / spin down) = -8.38 / -8.39 eV
M = 171.454 g/mol